1.
Computed, not measured: a cluster of 2 separate species, C4H12NO2 in total at a distorted geometry, with the ωB97M-V functional and the def2-TZVPD basis.

Output
LUMO level (alpha / beta): -0.14 / -0.25 eV
2S+1: 2
HOMO (alpha / beta): -2.587 / -6.790 eV
frontier orbital gap (alpha / beta): 2.5 / 6.5 eV

Positions of all 19 atoms, in Å:
C -0.430 -0.389 -1.267
C -0.355 -0.056 0.159
C -0.246 -1.261 1.132
C 1.058 -1.921 0.890
O 1.793 -1.405 0.070
N -1.689 0.819 0.437
H -0.755 0.611 -1.822
H -1.043 -1.272 -1.535
H 0.556 -0.555 -1.700
H 0.566 0.557 0.292
H -1.000 -2.169 1.087
H -0.228 -0.790 2.172
H 1.340 -2.834 1.490
H -2.115 1.128 -0.379
H -1.524 1.598 1.060
H -2.324 0.128 0.863
H 1.543 2.922 -1.460
H 2.860 2.615 -0.623
O 1.993 2.274 -0.865


2.
Computed, not measured: a cluster of 3 separate species, C4H12NO2 in total at a distorted geometry, with the ωB97M-V functional and the def2-TZVPD basis.

Output
LUMO level: -9.14 eV
total charge: +1
HOMO: -12.315 eV
frontier orbital gap: 3.2 eV

Positions of all 19 atoms, in Å:
O 0.121 0.143 0.819
C -0.928 0.029 1.393
C -2.266 -0.028 0.819
C -2.527 -0.397 -0.579
C -2.562 0.875 -1.464
N 4.646 0.462 -0.200
H -0.940 -0.008 2.496
H -3.088 -0.049 1.534
H -1.732 -1.098 -0.860
H -3.500 -0.872 -0.669
H -2.919 0.700 -2.477
H -1.710 1.499 -1.205
H -3.420 1.508 -1.162
H 4.132 1.006 -0.870
H 5.089 1.004 0.521
H 5.362 -0.110 -0.618
H 2.792 -1.376 0.504
H 1.304 -1.400 1.005
O 2.146 -1.888 1.011


3.
Computed, not measured: a cluster of 3 separate species, C4H12NO2 in total at a distorted geometry, with the ωB97M-V functional and the def2-TZVPD basis.

Output
LUMO level: -4.83 eV
total charge: +1
HOMO: -14.039 eV
frontier orbital gap: 9.2 eV

Positions of all 19 atoms, in Å:
C 1.427 0.226 2.045
C 0.498 0.680 0.945
C -0.269 1.763 0.950
C 0.789 -1.418 -0.385
N 0.221 -0.286 -0.080
H 1.524 -0.795 2.339
H 2.462 0.567 1.822
H 1.272 0.750 2.986
H -1.006 2.003 0.197
H -0.126 2.479 1.714
H 0.736 -1.938 -1.330
H 1.510 -1.769 0.375
H -0.363 0.033 -0.860
H 0.222 -0.073 -3.918
H 0.027 -1.076 -2.842
O -0.117 -0.139 -2.994
H -2.722 0.050 -0.227
H -2.418 -0.893 0.982
O -2.033 -0.464 0.214


4.
Computed, not measured: a cluster of 2 separate species, C4H12NO2 in total at a distorted geometry, with the ωB97M-V functional and the def2-TZVPD basis.

Output
LUMO level: -3.42 eV
total charge: +1
HOMO: -13.857 eV
frontier orbital gap: 10.4 eV

Positions of all 19 atoms, in Å:
C -0.786 0.540 0.415
C -1.371 -0.307 -0.775
C -0.384 -1.378 -1.193
C 0.977 -1.118 -1.873
O 1.372 0.038 -1.883
N -0.169 1.861 0.020
H -0.146 -0.235 0.800
H -1.585 0.730 1.037
H -1.545 0.455 -1.573
H -2.292 -0.904 -0.483
H -0.809 -2.116 -1.895
H -0.105 -1.815 -0.264
H 1.438 -1.857 -2.478
H 0.280 1.664 -0.967
H -0.955 2.548 -0.233
H 0.551 2.337 0.649
H 2.070 0.629 3.614
H 1.914 -0.925 3.802
O 1.544 -0.146 3.281


5.
Computed, not measured: a cluster of 2 separate species, C4H12NO2 in total, with the ωB97M-V functional and the def2-TZVPD basis.

Output
LUMO level: -3.66 eV
total charge: +1
HOMO: -13.528 eV
frontier orbital gap: 9.9 eV

Positions of all 19 atoms, in Å:
O 1.135 -3.111 2.742
C 1.093 -2.053 2.196
O 0.535 -1.923 0.948
C 1.622 -0.755 2.723
H 0.279 -2.832 0.701
H 1.436 0.057 2.021
H 2.700 -0.860 2.836
H 1.204 -0.515 3.694
C 0.016 1.061 -0.747
N -1.169 0.576 -1.530
C -1.635 1.535 -2.581
H 0.193 0.340 0.048
H 0.868 1.117 -1.416
H -0.223 2.034 -0.327
H -1.926 0.362 -0.878
H -0.912 -0.308 -1.972
H -2.039 2.412 -2.086
H -2.398 1.056 -3.184
H -0.779 1.807 -3.189


6.
Computed, not measured: a cluster of 3 separate species, C4H12NO2 in total at a distorted geometry, with the ωB97M-V functional and the def2-TZVPD basis.

Output
LUMO level: -5.07 eV
total charge: +1
HOMO: -13.522 eV
frontier orbital gap: 8.5 eV

Positions of all 19 atoms, in Å:
C 1.646 2.794 -1.533
C 0.594 2.021 -0.894
C 0.385 2.138 0.463
N -0.275 1.221 1.260
C -1.472 0.758 1.369
H 1.259 3.063 -2.496
H 1.923 3.764 -1.179
H 2.561 2.095 -1.524
H 0.088 1.181 -1.535
H 0.934 2.974 1.053
H 0.247 1.049 2.201
H -1.812 0.241 2.236
H -2.069 0.865 0.445
H -1.110 -6.841 3.030
H 0.075 -6.904 2.331
O -0.390 -6.272 2.922
H -1.521 -1.410 -3.195
H -0.198 -1.711 -2.414
O -0.864 -1.027 -2.541


Energy above the lowest of the compared OMol25 structures with the same formula, charge and spin readings, ordered: 301.91 557.29 276.08 226.81 78.75 351.32 kJ/mol